# 1
This record from the OMol25 dataset describes a structure of composition C35H41IN4O3Ti. The level of theory is ωB97M-V/def2-TZVPD.

strongest force on any atom: 1.6 eV Å⁻¹
gap between HOMO and LUMO (alpha / beta): 5.3 / 7.5 eV
HOMO level (alpha / beta): -0.1825 / -0.2602 Eh
2S+1: 3
relative energy (zero: lowest compared OMol25 entry of this formula, charge and spin): 1.489 eV
LUMO level (alpha / beta): 0.381 / 0.373 eV
E_tot: -80276.6296 eV
⟨S²⟩: 2.0135

XYZ file:
```
85
Properties=species:S:1:pos:R:3:forces:R:3
Ti 0.27402 0.39336 -0.05468 0.1 -0.5 1.0
C 1.27248 0.33817 4.90405 0.0 0.1 0.0
C 2.19032 -0.77097 4.37081 0.0 0.0 -0.1
C 3.65070 -0.34468 4.46227 0.1 0.1 0.0
C 1.79053 -1.20872 2.96877 -0.1 0.1 0.1
C 2.71907 -1.36630 1.94338 0.1 0.0 -0.2
C 2.32117 -1.78355 0.67798 0.0 -0.3 0.1
C 0.98900 -2.12680 0.39736 0.3 -0.2 0.1
C 0.62055 -2.97449 -0.79168 0.0 0.1 0.0
C 0.04589 -1.88874 1.39942 0.4 -0.1 0.4
C 0.45511 -1.45105 2.66795 -0.1 -0.1 -0.1
H 1.66732 0.74198 5.84185 0.0 -0.1 -0.1
H 0.26044 -0.02027 5.10352 0.1 0.0 0.0
H 1.18902 1.15685 4.18178 0.0 -0.1 0.1
H 2.06492 -1.63852 5.02217 0.0 -0.1 0.1
H 3.85761 0.49308 3.78060 0.0 -0.1 0.1
H 4.33878 -1.15851 4.21133 -0.1 0.1 0.0
H 3.88150 -0.01773 5.47832 0.0 0.0 0.0
H 3.77084 -1.16416 2.11449 -0.1 0.0 0.0
H 3.08065 -1.96530 -0.07412 0.0 0.1 -0.1
H 0.37692 -3.98486 -0.45234 0.0 0.0 0.0
H 1.44942 -3.05250 -1.49234 0.0 0.0 -0.1
H -0.24728 -2.58785 -1.32471 0.0 0.0 0.0
H -0.96769 -2.22639 1.25596 -0.2 0.1 0.0
H -0.29973 -1.35212 3.44070 0.0 0.0 -0.1
C -0.41950 2.34830 -5.97231 -0.1 -0.3 -0.1
O -1.05501 1.38628 -6.82245 0.3 0.3 0.0
C -1.58708 0.20553 -6.39805 -0.1 0.2 0.2
C -2.38367 -0.41009 -7.36157 0.0 0.0 -0.1
C -3.03889 -1.59834 -7.11216 0.0 -0.1 0.0
C -2.89522 -2.21089 -5.87284 0.0 0.0 0.0
C -2.08265 -1.62447 -4.92003 0.0 -0.2 0.0
C -1.42392 -0.41615 -5.15051 0.0 0.1 0.1
N -0.60672 0.13891 -4.13160 -0.2 0.1 -0.6
C -0.73155 -0.09366 -2.78999 0.1 0.3 0.1
N -1.98369 -0.14858 -2.32171 -0.3 0.0 0.5
C -2.51818 -0.12387 -0.98270 0.4 -0.1 -0.3
C -1.74914 0.12450 0.15454 -1.2 -0.3 0.1
C -2.48546 0.19545 1.36064 0.0 -0.1 -0.2
C -3.85401 0.00151 1.43087 -0.1 0.0 -0.1
C -4.57497 -0.27162 0.26631 0.0 0.1 0.4
C -3.89775 -0.32023 -0.92694 -0.1 0.0 0.0
O -4.58432 -0.56149 -2.09966 -0.1 0.2 -0.6
C -5.10435 0.62232 -2.73010 0.0 -0.1 0.2
N 0.32616 -0.10734 -2.02044 0.7 -0.7 -1.2
C 1.63688 -0.30811 -2.55298 -0.7 0.2 -0.1
C 2.68800 0.43919 -2.04174 0.1 0.2 0.1
C 4.00282 0.24031 -2.44268 0.0 0.0 0.0
C 4.27893 -0.71459 -3.40085 0.0 -0.1 -0.1
C 3.24499 -1.47765 -3.93945 0.0 0.1 0.1
C 1.93051 -1.29102 -3.51722 0.6 -0.1 0.0
O 0.89943 -2.02871 -3.97264 -0.2 -0.6 -0.3
C 1.17361 -3.03243 -4.94705 0.0 0.1 0.2
H -0.30509 3.24271 -6.57553 -0.1 0.0 -0.1
H 0.57732 2.02343 -5.67156 0.0 0.0 0.0
H -1.01462 2.58533 -5.09583 -0.1 -0.1 0.1
H -2.48799 0.10153 -8.31305 0.0 -0.1 0.1
H -3.66666 -2.03763 -7.87797 0.0 0.0 0.0
H -3.39848 -3.14451 -5.64838 0.0 0.1 0.0
H -1.92970 -2.11969 -3.96480 0.0 0.1 -0.1
H 0.32602 0.38865 -4.39490 0.2 -0.1 -0.1
H -2.69537 -0.17368 -3.03349 -0.1 0.1 0.0
H -1.95668 0.41860 2.28180 0.0 0.0 0.1
H -4.37370 0.06590 2.38278 0.1 0.0 -0.1
H -5.64754 -0.43292 0.27448 0.1 0.0 0.0
H -6.18517 0.67468 -2.58887 0.0 0.0 0.0
H -4.89324 0.57500 -3.80055 0.0 -0.1 0.0
H -4.65065 1.52222 -2.30827 0.0 -0.1 0.0
H 2.46433 1.21903 -1.32255 -0.1 0.1 0.0
H 4.79642 0.84400 -2.01792 -0.1 0.0 0.0
H 5.29488 -0.87274 -3.74424 -0.1 0.0 0.0
H 3.47236 -2.22815 -4.68354 0.0 0.0 0.0
H 0.21969 -3.48763 -5.18997 -0.1 0.0 0.0
H 1.85202 -3.79139 -4.55110 0.0 0.0 0.0
H 1.60146 -2.60215 -5.85449 0.0 0.1 0.0
I -1.08722 3.66627 0.75008 0.0 0.1 0.0
C -0.14755 2.39369 -0.76778 0.1 0.5 -0.2
H -0.86980 2.47288 -1.58614 -0.1 0.0 0.0
H 0.71137 3.01085 -1.07043 0.0 0.1 0.0
C 2.61293 3.42076 2.36787 0.0 -0.2 -0.1
C 1.98106 2.24679 1.77239 0.4 0.6 0.6
N 1.44630 1.35360 1.29214 0.6 0.4 0.4
H 2.02528 4.30473 2.12198 0.0 0.0 0.0
H 3.62364 3.52880 1.97314 0.0 0.0 0.0
H 2.66759 3.31078 3.45055 0.0 0.0 0.0
```
Forces are in eV/Å.

***

# 2
This record from the OMol25 dataset describes a structure of composition C50H68FeO5. The level of theory is ωB97M-V/def2-TZVPD.

strongest force on any atom: 1.4 eV Å⁻¹
gap between HOMO and LUMO (alpha / beta): 7.4 / 7.6 eV
HOMO level (alpha / beta): -0.2571 / -0.2637 Eh
2S+1: 5
LUMO level (alpha / beta): 0.444 / 0.443 eV
E_tot: -97580.4246 eV
⟨S²⟩: 6.0089

XYZ file:
```
124
Properties=species:S:1:pos:R:3:forces:R:3
Fe -0.31980 0.13702 -0.07847 -0.1 -1.0 0.1
C -1.34900 0.12067 3.19847 0.0 0.2 0.1
O -0.42372 -0.33625 2.21517 0.0 -0.1 -0.6
C 0.00667 -1.66127 2.35580 0.2 -0.3 0.2
C 1.34658 -1.86076 2.66584 -0.1 0.1 0.2
C 2.27252 -0.69702 2.91858 0.0 0.1 -0.2
C 2.72644 0.20689 1.77836 -0.2 -0.2 -0.2
C 3.54539 1.27165 2.13798 0.1 0.0 0.0
C 4.05890 2.17667 1.21824 0.0 0.0 0.0
C 3.78084 1.91883 -0.12252 0.0 0.0 0.1
C 2.96287 0.88009 -0.53389 -0.2 -0.1 0.0
C 2.69466 0.76876 -2.03306 -0.1 0.0 0.2
C 2.04545 -0.49284 -2.54580 0.0 0.2 -0.2
C 2.81500 -1.57364 -2.94949 0.0 0.0 0.0
C 2.24301 -2.72239 -3.48722 0.0 0.0 0.0
C 0.85495 -2.79654 -3.51556 0.1 0.0 0.0
C 0.04641 -1.73218 -3.13731 -0.2 0.2 -0.1
C -1.46073 -1.87853 -3.20706 -0.1 0.0 0.2
C -1.98896 -2.77018 -2.10739 0.0 0.3 0.1
C -2.43930 -4.05545 -2.34634 0.0 -0.1 0.0
C -2.95758 -4.86435 -1.33367 0.1 0.0 0.0
C -2.86253 -4.37868 -0.03375 0.0 -0.1 0.0
C -2.40656 -3.09915 0.24550 0.0 0.5 -0.2
C -2.27814 -2.56197 1.65000 0.0 0.0 -0.1
C -0.85670 -2.73022 2.14843 -0.1 0.2 0.1
C -0.38387 -4.01082 2.40898 0.1 0.0 0.0
C 0.91623 -4.24803 2.83589 -0.1 -0.1 -0.1
C 1.77917 -3.15919 2.90013 0.0 0.0 0.0
C 1.30863 -5.64704 3.30413 0.1 -0.1 0.1
C 0.43251 -6.00064 4.51881 0.1 0.0 -0.1
C 2.77059 -5.72796 3.75198 -0.1 0.0 -0.1
C 1.08266 -6.68259 2.19544 0.0 0.1 0.0
C -2.06687 -2.22809 -0.80742 -0.2 -0.8 0.0
O -1.87744 -0.93810 -0.59640 0.9 1.1 0.3
C -3.70458 -6.14545 -1.69409 -0.1 -0.1 -0.1
C -2.79340 -7.16781 -2.38437 0.0 0.1 0.0
C -4.84744 -5.77296 -2.65757 0.0 -0.1 0.1
C -4.34234 -6.81142 -0.47147 0.1 0.1 -0.1
C 0.66729 -0.56189 -2.71772 0.4 -0.2 -0.2
O -0.07364 0.57842 -2.38705 0.0 -0.3 0.5
C -0.65418 1.27834 -3.48174 -0.1 0.3 0.0
C 3.07944 -3.85047 -4.08440 0.1 -0.2 -0.1
C 2.61251 -4.10298 -5.52826 0.0 0.0 0.1
C 4.57151 -3.50973 -4.14093 -0.1 0.0 0.1
C 2.89532 -5.13156 -3.25995 0.0 0.1 0.0
C 2.34478 0.02644 0.42395 0.6 0.4 0.2
O 1.45326 -0.87647 0.06490 -1.0 0.7 -0.1
C 4.87144 3.40921 1.60728 0.1 0.1 0.0
C 4.16771 4.67586 1.09365 0.0 -0.1 0.0
C 5.02403 3.54606 3.12342 0.0 -0.1 -0.1
C 6.26873 3.32983 0.97545 0.0 0.0 0.0
H -1.77961 -0.71549 3.74690 0.0 0.0 0.0
H -0.84040 0.78559 3.90167 0.0 -0.1 0.0
H -2.13949 0.67991 2.69722 0.0 0.0 0.0
H 1.79264 -0.05258 3.66359 0.1 0.0 0.1
H 3.17790 -1.09733 3.38149 0.0 0.0 0.1
H 3.78112 1.38397 3.19076 0.0 0.0 0.0
H 4.20730 2.55840 -0.88996 0.0 0.0 0.0
H 2.07049 1.62252 -2.31050 0.1 0.0 -0.1
H 3.65149 0.89214 -2.54522 0.0 0.0 0.0
H 3.89009 -1.49517 -2.85540 0.0 0.0 0.0
H 0.36396 -3.70150 -3.85650 0.0 0.0 0.0
H -1.93239 -0.90388 -3.08433 0.0 0.0 -0.1
H -1.74289 -2.28300 -4.18126 0.0 0.0 0.0
H -2.41166 -4.42500 -3.36700 -0.1 0.0 0.0
H -3.17522 -4.99850 0.79895 -0.1 0.0 0.0
H -2.53530 -1.50500 1.61305 -0.1 0.0 0.1
H -2.97049 -3.07242 2.32302 0.0 0.0 0.0
H -1.07374 -4.83617 2.27625 0.0 0.0 0.0
H 2.81537 -3.30737 3.17403 0.0 0.0 0.0
H 0.57312 -5.26471 5.31252 0.0 0.0 0.0
H -0.62502 -6.02181 4.25540 0.0 0.0 0.0
H 0.70989 -6.98306 4.90755 0.0 0.0 0.0
H 2.97550 -5.02080 4.55704 0.0 0.0 0.0
H 2.97663 -6.73036 4.13029 0.0 0.0 0.0
H 3.45293 -5.53047 2.92346 0.0 0.0 0.0
H 0.04325 -6.69675 1.86659 0.0 0.0 0.0
H 1.71047 -6.45932 1.33144 0.0 0.0 0.0
H 1.33610 -7.68085 2.55842 0.0 0.0 0.0
H -2.34415 -6.75291 -3.28789 0.0 0.0 0.0
H -1.99242 -7.48945 -1.71651 0.0 0.0 0.0
H -3.37250 -8.04878 -2.67207 0.0 0.0 0.0
H -4.46425 -5.40208 -3.60819 0.0 0.0 0.0
H -5.46877 -6.64879 -2.86101 0.0 0.0 0.0
H -5.47563 -4.99621 -2.21846 0.0 0.0 0.0
H -3.58706 -7.18623 0.22208 0.0 0.0 0.1
H -4.99399 -6.11255 0.05505 0.0 0.0 0.1
H -4.95067 -7.65856 -0.79318 0.0 0.0 0.0
H -0.55752 0.70923 -4.40502 0.0 -0.1 0.1
H -1.71031 1.45670 -3.27271 0.0 0.0 0.0
H -0.14987 2.24112 -3.60270 0.0 0.0 0.0
H 2.68089 -3.18701 -6.11799 0.0 0.0 0.0
H 3.24190 -4.86148 -5.99808 0.0 0.0 0.0
H 1.58075 -4.45279 -5.56034 0.0 0.0 0.0
H 4.74256 -2.56685 -4.66309 0.0 0.0 0.0
H 5.00953 -3.44337 -3.14353 0.0 0.0 0.0
H 5.10121 -4.29243 -4.68598 0.0 0.0 0.0
H 1.84466 -5.42285 -3.22769 0.0 0.0 0.0
H 3.46638 -5.95579 -3.69293 0.0 0.0 0.0
H 3.23710 -4.97391 -2.23582 0.0 0.0 0.0
H 3.20171 4.80466 1.58718 0.0 0.0 0.0
H 4.77809 5.55807 1.30012 0.0 0.0 0.0
H 3.99507 4.62771 0.01822 0.0 0.0 0.0
H 4.04773 3.57573 3.61120 0.0 0.0 0.1
H 5.59662 2.71616 3.54080 0.0 0.0 0.0
H 5.54829 4.47266 3.36316 0.0 0.0 0.0
H 6.20490 3.29810 -0.11256 0.0 0.0 0.0
H 6.86343 4.20364 1.25223 0.0 0.0 0.0
H 6.79260 2.43336 1.31013 0.0 0.0 0.0
C -2.71888 2.39343 -0.17401 0.3 0.0 0.1
C -1.47059 3.21605 0.08379 -0.2 0.0 -0.2
O -0.48451 2.37621 0.67645 -0.1 -0.6 -0.2
C 0.62223 3.07695 1.25308 0.3 0.1 0.2
C 0.30686 3.63612 2.63244 -0.1 -0.1 -0.2
H -3.41102 2.95058 -0.80315 0.0 0.0 0.0
H -3.21384 2.14337 0.76400 0.0 0.0 0.0
H -2.45698 1.45590 -0.67419 -0.2 0.0 -0.1
H -1.69348 4.05047 0.75396 0.1 0.0 0.0
H -1.07692 3.62792 -0.85355 0.1 0.0 0.0
H 0.93294 3.87862 0.57450 0.0 -0.1 -0.1
H 1.43545 2.35513 1.32168 -0.1 0.1 0.0
H -0.33723 4.51452 2.58287 0.0 0.0 0.1
H 1.23248 3.92520 3.13048 0.0 0.0 0.0
H -0.18307 2.87061 3.23421 0.0 0.0 0.0
```
Forces are in eV/Å.

***

# 3
This record from the OMol25 dataset describes an isolated molecule of C3H7ClOS. The level of theory is ωB97M-V/def2-TZVPD.

strongest force on any atom: 2.7 eV Å⁻¹
gap between HOMO and LUMO: 8.4 eV
SMILES: CC=[S@@](C)(=O)Cl
HOMO level: -0.3276 Eh
relative energy (zero: lowest compared OMol25 entry of this formula, charge and spin): 3.390 eV
LUMO level: -0.466 eV
E_tot: -28626.3864 eV

XYZ file:
```
13
Properties=species:S:1:pos:R:3:forces:R:3
C 0.43427 0.72024 0.22234 0.5 -2.6 -0.3
C 1.79808 1.02715 0.78467 0.6 0.0 -0.6
C -1.66637 -0.48995 -1.04125 0.5 1.3 -1.2
O 0.87936 -1.62968 -0.75478 -0.1 -0.9 -0.3
S -0.14651 -0.81111 -0.17104 1.2 1.7 0.0
Cl -1.31192 -2.23683 1.14797 0.6 -0.1 0.3
H -0.35933 1.23974 0.61424 -1.9 1.7 0.7
H 2.00290 2.12013 0.40592 -0.1 -2.0 1.2
H 1.86226 0.88100 1.92276 0.0 0.6 -1.7
H 2.53693 0.33538 0.27846 -0.6 0.9 0.7
H -1.69959 0.59061 -1.12291 0.1 0.1 -0.7
H -1.96849 -1.02308 -1.95673 1.1 0.1 0.3
H -2.36157 -0.72360 -0.32966 -1.9 -0.7 1.7
```
Forces are in eV/Å.